(1)
Entry from the OMol25 dataset: a 2-piece molecular cluster, C5H10S2 overall in a non-equilibrium geometry (wB97M-V/def2-TZVPD).

Summary:
Spin multiplicity   1
Energy   -992.6850 Ha
Relative energy (zero: lowest compared OMol25 entry of this formula, charge and spin)   111.9 kcal/mol

Cartesian coordinates (Å):
C  1.41  0.70  -0.42
C  0.57  0.36  0.50
C  2.19  1.99  -0.45
C  -2.22  -0.65  -0.03
C  -1.10  -1.64  0.28
S  -0.92  -2.06  1.99
S  -0.69  -2.83  -0.86
H  1.58  -0.10  -1.15
H  0.30  0.91  1.34
H  3.22  1.92  -0.83
H  1.69  2.86  -0.95
H  2.26  2.13  0.74
H  -3.19  -1.05  0.24
H  -1.88  0.26  0.55
H  -2.02  -0.24  -1.06
H  -1.17  -1.00  2.60
H  0.59  -2.91  -0.64

From a Löwdin analysis of the wavefunction, the atomic charges in e read:
1 C -0.278
2 C 0.018
3 C -0.116
4 C -0.208
5 C -1.144
6 S 0.734
7 S 0.753
8 H 0.085
9 H 0.029
10 H 0.063
11 H 0.075
12 H 0.109
13 H 0.070
14 H 0.060
15 H 0.089
16 H -0.199
17 H -0.140

=====

(2)
Entry from the OMol25 dataset: a 3-piece molecular cluster, C37H74N6O7P2 overall in a non-equilibrium geometry (wB97M-V/def2-TZVPD).

Summary:
Spin multiplicity   1
Energy   -2991.6229 Ha
Structure (SMILES)   COCCCCCCCC[C@@]1(CC(=O)c2ccccc2)OC(=O)O[C@H]1CCC(C)C.CN(C)P(=O)(N(C)C)N(C)C.CN(C)P(=O)(N(C)C)N(C)C

Cartesian coordinates (Å):
C  -7.48  -0.45  10.97
O  -6.96  -0.37  9.60
C  -7.94  -0.93  8.67
C  -7.25  -1.42  7.29
C  -6.51  -0.15  6.62
C  -6.46  -0.40  5.04
C  -5.71  0.79  4.26
C  -4.59  0.13  3.28
C  -3.94  1.32  2.37
C  -2.36  1.53  2.63
C  -1.42  1.09  1.41
C  -0.75  -0.32  1.87
C  -0.55  -1.37  0.67
O  -1.14  -2.49  0.77
C  0.36  -1.19  -0.63
C  -0.37  -1.12  -2.02
C  0.38  -0.98  -3.38
C  1.94  -0.90  -3.38
C  2.70  -0.97  -2.01
C  1.91  -1.11  -0.66
O  -1.99  0.81  0.11
C  -1.89  2.08  -0.60
O  -2.78  2.73  -1.19
O  -0.50  2.38  -0.48
C  -0.22  2.05  0.93
C  0.03  3.44  1.69
C  1.05  4.43  0.97
C  0.72  5.99  1.16
C  -0.76  6.43  0.72
C  0.97  6.55  2.65
H  -6.61  -0.12  11.66
H  -7.78  -1.52  11.24
H  -8.31  0.32  11.14
H  -8.39  -1.85  9.19
H  -8.78  -0.17  8.48
H  -8.09  -1.85  6.65
H  -6.49  -2.25  7.50
H  -7.05  0.85  6.80
H  -5.42  -0.08  6.98
H  -5.84  -1.36  4.87
H  -7.48  -0.55  4.54
H  -6.46  1.41  3.65
H  -5.19  1.55  4.96
H  -3.82  -0.45  3.87
H  -5.19  -0.51  2.54
H  -4.48  2.29  2.72
H  -4.22  1.19  1.27
H  -2.24  2.64  2.93
H  -2.12  0.95  3.60
H  0.21  -0.12  2.47
H  -1.47  -0.83  2.61
H  -1.51  -1.21  -2.02
H  -0.23  -0.97  -4.33
H  2.46  -0.83  -4.40
H  3.84  -0.93  -2.08
H  2.52  -1.18  0.30
H  0.77  1.49  1.02
H  -1.01  3.94  1.81
H  0.40  3.24  2.76
H  2.08  4.25  1.47
H  1.19  4.25  -0.15
H  1.45  6.56  0.47
H  -1.06  5.93  -0.27
H  -1.51  6.07  1.53
H  -0.86  7.58  0.70
H  0.31  7.49  2.78
H  2.05  6.94  2.76
H  0.73  5.82  3.49
O  4.40  3.43  0.51
P  5.59  2.74  -0.18
N  6.60  4.11  0.02
C  7.41  4.79  -0.97
C  6.97  4.46  1.39
N  4.85  2.78  -1.74
C  5.40  3.42  -2.92
C  3.39  2.85  -1.80
N  6.94  1.86  -0.94
C  6.52  0.51  -1.41
C  8.09  1.61  -0.04
H  8.13  4.13  -1.46
H  8.00  5.61  -0.53
H  6.79  5.28  -1.72
H  7.80  3.84  1.75
H  6.13  4.32  2.07
H  7.27  5.51  1.48
H  5.18  4.50  -2.94
H  4.97  2.98  -3.83
H  6.48  3.27  -3.02
H  3.03  3.87  -1.61
H  2.94  2.18  -1.06
H  3.01  2.53  -2.77
H  6.16  -0.10  -0.58
H  7.36  0.00  -1.89
H  5.73  0.56  -2.16
H  7.77  1.15  0.90
H  8.64  2.52  0.18
H  8.82  0.94  -0.51
O  1.15  -4.82  -6.71
P  0.32  -5.42  -5.56
N  0.17  -6.92  -6.36
C  -1.02  -7.70  -6.62
C  1.39  -7.71  -6.52
N  -1.05  -4.44  -5.91
C  -2.38  -4.92  -6.25
C  -0.82  -3.17  -6.61
N  -0.61  -6.06  -4.19
C  -0.85  -5.03  -3.16
C  0.05  -7.17  -3.47
H  -1.58  -7.95  -5.71
H  -0.80  -8.66  -7.10
H  -1.69  -7.19  -7.32
H  1.64  -8.25  -5.61
H  2.24  -7.07  -6.76
H  1.32  -8.43  -7.34
H  -2.46  -5.18  -7.31
H  -3.13  -4.15  -6.04
H  -2.68  -5.78  -5.65
H  -0.68  -3.33  -7.69
H  0.05  -2.65  -6.21
H  -1.67  -2.48  -6.48
H  0.10  -4.65  -2.76
H  -1.44  -5.43  -2.34
H  -1.41  -4.18  -3.55
H  1.08  -6.92  -3.20
H  0.06  -8.09  -4.06
H  -0.50  -7.43  -2.56

Löwdin population analysis, charges in e, atoms 1 to 99:
1 C -0.123
2 O -0.247
3 C -0.241
4 C -0.170
5 C -0.210
6 C -0.233
7 C -0.222
8 C -0.198
9 C -0.166
10 C -0.097
11 C -0.326
12 C -0.022
13 C -0.266
14 O 0.033
15 C -0.087
16 C -0.007
17 C -0.054
18 C -0.056
19 C -0.059
20 C -0.021
21 O -0.004
22 C -0.347
23 O 0.137
24 O 0.022
25 C -0.187
26 C -0.122
27 C -0.163
28 C -0.398
29 C -0.114
30 C -0.107
31 H 0.099
32 H 0.093
33 H 0.096
34 H 0.111
35 H 0.130
36 H 0.116
37 H 0.119
38 H 0.119
39 H 0.125
40 H 0.108
41 H 0.113
42 H 0.113
43 H 0.114
44 H 0.105
45 H 0.115
46 H 0.107
47 H 0.112
48 H 0.113
49 H 0.121
50 H 0.145
51 H 0.124
52 H 0.106
53 H 0.081
54 H 0.090
55 H 0.068
56 H 0.095
57 H 0.152
58 H 0.107
59 H 0.130
60 H 0.112
61 H 0.104
62 H 0.134
63 H 0.083
64 H 0.077
65 H 0.085
66 H 0.077
67 H 0.082
68 H 0.075
69 O -0.311
70 P 0.753
71 N -0.331
72 C -0.130
73 C -0.141
74 N -0.327
75 C -0.142
76 C -0.139
77 N -0.269
78 C -0.142
79 C -0.133
80 H 0.070
81 H 0.080
82 H 0.062
83 H 0.060
84 H 0.068
85 H 0.079
86 H 0.080
87 H 0.079
88 H 0.069
89 H 0.075
90 H 0.060
91 H 0.080
92 H 0.080
93 H 0.084
94 H 0.059
95 H 0.088
96 H 0.065
97 H 0.085
98 O -0.310
99 P 0.752

=====

(3)
Entry from the OMol25 dataset: a 4-piece molecular cluster, C12H14FN3 overall in a non-equilibrium geometry (wB97M-V/def2-TZVPD).

Summary:
Spin multiplicity   1
Energy   -729.7276 Ha
Relative energy (zero: lowest compared OMol25 entry of this formula, charge and spin)   3.9 kcal/mol
Structure (SMILES)   Fc1ccccc1.CC#N.CC#N.CC#N

Cartesian coordinates (Å):
F  -2.20  -0.56  -0.09
C  -2.29  -1.38  0.95
C  -3.11  -2.51  0.76
C  -3.23  -3.46  1.76
C  -2.59  -3.28  3.02
C  -1.75  -2.17  3.16
C  -1.59  -1.25  2.13
H  -3.67  -2.67  -0.14
H  -3.81  -4.36  1.63
H  -2.68  -3.90  3.90
H  -1.33  -2.09  4.15
H  -1.01  -0.35  2.26
C  1.56  4.32  -0.12
C  2.74  4.83  -0.88
N  3.68  5.29  -1.43
H  1.90  3.72  0.73
H  1.01  3.65  -0.78
H  0.91  5.10  0.26
C  4.11  -0.55  1.71
C  5.15  -1.45  1.21
N  5.90  -2.25  0.79
H  3.69  -0.06  0.84
H  4.48  0.13  2.48
H  3.30  -1.16  2.13
C  -2.00  0.93  -5.11
C  -0.62  1.35  -4.90
N  0.49  1.64  -4.67
H  -2.02  0.17  -5.89
H  -2.53  1.70  -5.66
H  -2.49  0.63  -4.18

From a Löwdin analysis of the wavefunction, the atomic charges in e read:
1 F 0.079
2 C -0.300
3 C -0.018
4 C -0.080
5 C -0.078
6 C -0.090
7 C -0.031
8 H 0.111
9 H 0.099
10 H 0.096
11 H 0.100
12 H 0.111
13 C -0.079
14 C -0.255
15 N 0.110
16 H 0.072
17 H 0.074
18 H 0.078
19 C -0.081
20 C -0.276
21 N 0.116
22 H 0.080
23 H 0.081
24 H 0.079
25 C -0.081
26 C -0.280
27 N 0.118
28 H 0.081
29 H 0.079
30 H 0.084

=====

(4)
Entry from the OMol25 dataset: one molecule with the formula C17H18N2O5S in a non-equilibrium geometry (wB97M-V/def2-TZVPD).

Summary:
Spin multiplicity   1
Energy   -1542.5517 Ha
Relative energy (zero: lowest compared OMol25 entry of this formula, charge and spin)   7.9 kcal/mol
Structure (SMILES)   COC(=O)c1ccc(C)c(NS(=O)(=O)c2ccc(NC(C)=O)cc2)c1

Cartesian coordinates (Å):
C  -5.20  -1.72  -2.33
H  -4.72  -2.61  -2.74
H  -6.09  -2.02  -1.78
H  -5.46  -1.03  -3.13
O  -4.31  -1.02  -1.48
C  -3.82  -1.71  -0.44
O  -4.11  -2.86  -0.23
C  -2.91  -0.90  0.40
C  -2.63  0.43  0.11
C  -1.77  1.15  0.93
C  -1.17  0.55  2.04
C  -1.48  -0.78  2.32
C  -2.33  -1.50  1.52
H  -2.56  -2.53  1.73
H  -1.03  -1.25  3.18
C  -0.23  1.32  2.92
H  -0.74  2.14  3.41
H  0.19  0.67  3.68
H  0.60  1.72  2.33
N  -1.51  2.49  0.59
S  -0.81  2.83  -0.90
O  -0.44  4.22  -0.82
O  -1.67  2.39  -1.94
C  0.67  1.82  -0.84
C  0.60  0.49  -1.18
C  1.72  -0.32  -1.03
C  2.91  0.23  -0.54
C  2.95  1.59  -0.20
C  1.83  2.38  -0.35
H  1.84  3.43  -0.10
H  3.87  2.02  0.17
N  4.07  -0.51  -0.37
C  4.28  -1.85  -0.61
O  3.44  -2.61  -1.00
C  5.71  -2.25  -0.31
H  5.83  -3.31  -0.51
H  6.40  -1.69  -0.93
H  5.94  -2.07  0.74
H  4.86  0.02  -0.03
H  1.69  -1.36  -1.29
H  -0.32  0.08  -1.56
H  -1.06  3.03  1.32
H  -3.06  0.91  -0.75

From a Löwdin analysis of the wavefunction, the atomic charges in e read:
1 C -0.044
2 H 0.098
3 H 0.098
4 H 0.094
5 O -0.038
6 C -0.458
7 O 0.113
8 C -0.112
9 C 0.041
10 C -0.265
11 C -0.203
12 C -0.024
13 C -0.002
14 H 0.120
15 H 0.112
16 C -0.029
17 H 0.089
18 H 0.081
19 H 0.076
20 N -0.045
21 S 0.669
22 O -0.286
23 O -0.265
24 C -0.282
25 C -0.035
26 C 0.021
27 C -0.208
28 C -0.012
29 C -0.064
30 H 0.115
31 H 0.113
32 N 0.116
33 C -0.506
34 O 0.081
35 C 0.001
36 H 0.085
37 H 0.085
38 H 0.084
39 H 0.142
40 H 0.105
41 H 0.118
42 H 0.103
43 H 0.117

=====

(5)
Entry from the OMol25 dataset: C21H27N3O5PtSSi2 as an isolated structure (wB97M-V/def2-TZVPD).

Summary:
Total charge   -2
Spin multiplicity   1
Energy   -2453.4487 Ha
Relative energy (zero: lowest compared OMol25 entry of this formula, charge and spin)   4.8 kcal/mol

Cartesian coordinates (Å):
Pt  -0.08  -0.76  0.66
C  -1.59  2.31  -0.46
Si  -1.85  0.69  0.52
C  -2.56  1.29  2.18
C  -3.36  -0.16  -0.29
C  -4.50  0.48  -0.78
C  -5.57  -0.25  -1.29
C  -5.52  -1.64  -1.30
C  -4.39  -2.28  -0.81
C  -3.30  -1.57  -0.31
Si  -1.69  -2.36  0.40
C  -1.25  -3.68  -0.89
C  -2.31  -3.28  1.93
H  -2.54  2.84  -0.60
H  -1.16  2.11  -1.44
H  -0.92  2.98  0.09
H  -3.43  1.95  2.02
H  -1.80  1.84  2.74
H  -2.88  0.44  2.78
H  -4.56  1.56  -0.77
H  -6.45  0.26  -1.67
H  -6.35  -2.22  -1.69
H  -4.36  -3.37  -0.82
H  -2.09  -4.38  -1.05
H  -0.38  -4.24  -0.53
H  -1.01  -3.21  -1.85
H  -3.10  -3.99  1.67
H  -2.71  -2.58  2.67
H  -1.47  -3.81  2.38
C  3.54  -1.30  -1.65
C  3.29  -1.48  -0.19
N  3.71  -0.73  0.75
O  4.43  0.40  0.29
C  2.51  -2.65  0.29
C  3.13  -4.01  0.23
N  1.36  -2.47  0.88
O  0.83  -3.51  1.45
H  4.07  -0.37  -1.85
H  2.59  -1.28  -2.18
H  4.13  -2.14  -2.03
H  4.30  0.98  1.06
H  3.64  -4.25  1.17
H  3.86  -4.07  -0.58
H  2.35  -4.76  0.10
O  1.43  0.97  -1.78
C  1.59  1.56  -0.72
N  1.36  1.07  0.53
S  1.76  2.11  1.69
O  2.99  1.76  2.37
O  0.66  2.47  2.54
C  2.16  3.47  0.60
C  2.55  4.76  0.89
C  2.83  5.59  -0.19
C  2.73  5.13  -1.50
C  2.34  3.82  -1.76
C  2.06  3.00  -0.69
H  2.62  5.11  1.91
H  3.13  6.62  -0.01
H  2.95  5.80  -2.32
H  2.25  3.43  -2.77

From a Löwdin analysis of the wavefunction, the atomic charges in e read:
1 Pt 0.669
2 C -0.219
3 Si 0.368
4 C -0.226
5 C -0.302
6 C -0.118
7 C -0.136
8 C -0.135
9 C -0.119
10 C -0.301
11 Si 0.375
12 C -0.224
13 C -0.223
14 H 0.006
15 H 0.017
16 H 0.009
17 H 0.011
18 H -0.006
19 H 0.009
20 H 0.083
21 H 0.078
22 H 0.079
23 H 0.085
24 H 0.005
25 H -0.002
26 H 0.014
27 H 0.009
28 H 0.008
29 H 0.001
30 C -0.032
31 C -0.337
32 N 0.063
33 O -0.099
34 C -0.341
35 C -0.060
36 N -0.239
37 O -0.284
38 H 0.062
39 H 0.075
40 H 0.067
41 H 0.041
42 H 0.073
43 H 0.057
44 H 0.059
45 O 0.034
46 C -0.561
47 N -0.177
48 S 0.608
49 O -0.327
50 O -0.313
51 C -0.211
52 C -0.046
53 C -0.099
54 C -0.092
55 C -0.008
56 C -0.133
57 H 0.113
58 H 0.090
59 H 0.090
60 H 0.116

=====

(6)
Entry from the OMol25 dataset: one molecule with the formula C4H7FN2S in a non-equilibrium geometry (wB97M-V/def2-TZVPD).

Summary:
Spin multiplicity   1
Energy   -764.0523 Ha
Relative energy (zero: lowest compared OMol25 entry of this formula, charge and spin)   83.4 kcal/mol
Structure (SMILES)   FC/C(=N\S)[C@H]1CN1

Cartesian coordinates (Å):
C  0.04  -0.01  -0.41
C  1.20  -0.72  -1.08
C  -0.41  -0.50  0.94
C  -0.47  0.08  2.31
H  0.57  1.23  -3.29
H  0.76  -1.60  -1.75
H  2.03  -1.15  -0.46
H  -0.11  -1.54  0.98
H  -0.21  -0.50  3.16
H  -0.14  1.09  2.20
H  -2.18  0.67  1.21
N  -0.58  0.97  -1.04
N  -1.79  -0.22  1.56
F  1.78  0.37  -1.79
S  -0.48  1.82  -2.55

From a Löwdin analysis of the wavefunction, the atomic charges in e read:
1 C -0.313
2 C -0.127
3 C -0.275
4 C -0.100
5 H -0.114
6 H 0.164
7 H 0.127
8 H 0.120
9 H 0.088
10 H 0.094
11 H 0.073
12 N -0.340
13 N 0.049
14 F -0.149
15 S 0.703